## i
Below is a molecular structure, C23H26N4O4, with properties calculated with ωB97M-V/def2-TZVPD.

```
57
Properties=species:S:1:pos:R:3:mulliken_charge:R:1
C 4.866 -1.789 -5.496 -1.451
C 3.387 -1.821 -4.969 0.950
C 2.274 -2.098 -5.911 -0.948
C 1.126 -2.249 -5.525 -0.667
C 0.918 -1.964 -4.241 0.417
C 1.949 -1.911 -3.286 0.405
C 3.367 -1.894 -3.676 0.813
C 4.243 -1.583 -2.833 -2.478
H 5.081 -2.283 -3.118 0.549
H 3.969 -1.875 -1.708 0.281
H 4.558 -0.782 -2.811 0.631
N 1.504 -1.768 -2.081 0.430
C 0.513 -2.208 -1.336 -1.154
C -0.940 -1.603 -1.286 -0.575
N -0.607 -0.158 -0.757 0.243
C -0.884 0.051 0.575 1.169
C 0.061 0.931 1.459 -1.023
C -0.334 1.440 2.565 -1.212
C -1.900 1.483 2.993 -0.663
C -2.653 0.629 2.257 -0.173
C -2.311 0.136 0.974 0.017
N -3.391 -0.812 0.426 1.100
O -3.383 -1.875 0.147 -0.637
O -4.401 -0.143 0.376 -0.678
H -3.913 0.799 2.370 0.192
N -2.202 2.145 4.229 0.240
C -1.818 3.599 4.259 0.583
O -1.627 4.034 3.248 -0.364
C -2.313 4.094 5.475 -0.626
C -3.541 3.441 6.198 -0.523
C -3.254 2.023 6.377 -1.095
C -2.657 1.417 5.101 0.888
O -2.714 0.094 5.105 -0.684
H -2.212 2.116 7.147 0.157
H -3.878 1.461 6.844 0.595
H -4.612 3.335 5.452 0.214
H -3.951 4.108 6.964 0.395
H -1.492 4.012 6.294 0.223
H -2.693 5.176 5.189 0.309
H 0.306 1.820 3.049 1.045
H 1.037 0.863 1.231 0.372
C 0.597 0.117 -1.366 -1.653
H 0.768 1.352 -1.021 0.521
C 1.942 -0.423 -1.310 -0.474
H 2.564 0.047 -1.993 0.650
H 2.075 -0.504 -0.145 0.000
H 0.279 0.545 -2.307 0.580
H -1.559 -1.985 -0.586 0.938
H -1.362 -1.311 -2.374 0.015
H 0.237 -3.452 -1.954 0.332
H 0.605 -2.619 -0.314 0.288
H -0.251 -2.283 -3.920 -0.035
H 0.176 -2.409 -6.190 0.255
H 2.729 -2.208 -6.925 0.258
H 4.921 -1.713 -6.495 0.578
H 5.440 -2.784 -5.136 0.234
H 5.360 -0.760 -5.235 0.244
```

## Properties
Kohn-Sham gap ... 0.278 Eh
M ... 422.5 g/mol
HOMO energy ... -7.4 eV



## ii
Below is C23H26N4O4 in the gas phase, with properties calculated with ωB97M-V/def2-TZVPD.

```
57
Properties=species:S:1:pos:R:3:mulliken_charge:R:1
O 0.793 0.632 0.824 -0.642
C 1.881 0.099 0.688 0.755
C 2.976 0.775 -0.083 -0.350
C 2.956 0.693 -1.474 -0.278
C 3.907 1.365 -2.227 -0.872
C 4.878 2.126 -1.604 -0.399
C 4.887 2.204 -0.216 -0.458
N 5.903 2.989 0.442 1.018
O 5.939 2.960 1.654 -0.610
O 6.664 3.624 -0.255 -0.623
C 3.941 1.539 0.553 0.284
N 2.183 -1.098 1.234 0.109
C 3.358 -1.879 0.917 -0.956
C 3.035 -2.891 -0.184 -0.336
C 1.787 -3.707 0.160 -1.486
C 0.605 -2.826 0.594 0.464
C 0.090 -1.949 -0.549 -0.004
O 0.775 -1.693 -1.528 -0.682
N -1.154 -1.446 -0.443 0.323
C -1.539 -0.459 -1.445 -0.810
C -3.038 -0.192 -1.415 -1.135
N -3.447 0.280 -0.111 0.308
C -4.368 1.290 0.043 0.912
C -5.329 1.540 -0.945 -0.482
C -6.269 2.537 -0.782 -0.634
C -6.294 3.307 0.368 -0.496
C -5.355 3.064 1.356 -0.722
C -4.403 2.076 1.201 -0.417
C -2.637 -0.181 0.992 -0.969
C -2.086 -1.567 0.655 -0.945
C 1.090 -1.903 1.729 -1.372
H 2.195 0.094 -1.950 0.586
H 3.887 1.295 -3.303 0.432
H 5.629 2.659 -2.166 0.500
H 3.970 1.628 1.629 0.583
H 3.665 -2.398 1.832 0.441
H 4.168 -1.219 0.605 0.426
H 2.857 -2.354 -1.115 0.181
H 3.885 -3.560 -0.325 0.460
H 2.014 -4.395 0.979 0.455
H 1.498 -4.298 -0.710 0.437
H -0.198 -3.475 0.953 0.582
H -0.988 0.469 -1.251 0.284
H -1.239 -0.833 -2.427 0.520
H -3.583 -1.107 -1.691 0.187
H -3.258 0.571 -2.165 0.704
H -5.354 0.938 -1.840 0.374
H -6.998 2.707 -1.561 0.361
H -7.033 4.083 0.493 0.377
H -5.356 3.658 2.259 0.359
H -3.670 1.930 1.979 0.373
H -3.261 -0.251 1.887 0.756
H -1.789 0.490 1.198 0.337
H -1.607 -1.990 1.535 0.585
H -2.913 -2.228 0.365 0.108
H 1.443 -2.501 2.574 0.458
H 0.308 -1.221 2.067 0.639
```

## Properties
Kohn-Sham gap ... 0.263 Eh
M ... 422.5 g/mol
HOMO energy ... -7.6 eV



Best to worst by energy: ii, i.



## i
Below is 10 unconnected molecules or ions with the total composition H19O10, with properties calculated with ωB97M-V/def2-TZVPD.

```
29
Properties=species:S:1:pos:R:3:mulliken_charge:R:1
O -1.857 -1.888 1.028 -0.737
H -1.025 -2.274 1.309 0.262
H -0.640 -1.357 -1.068 0.325
O 2.958 1.794 -1.096 -0.654
H 2.071 1.412 -1.110 0.336
H -2.831 -0.732 -0.936 0.253
O 2.473 -2.488 2.027 -0.688
H 3.282 1.758 -0.182 0.308
H 2.086 -1.685 1.596 0.482
O -1.368 1.464 -1.729 -0.737
H 2.219 -0.257 0.456 0.264
H -1.606 -1.160 0.354 0.359
O 1.417 -0.175 1.028 -0.873
H 1.852 -1.989 -2.670 0.275
H -0.877 0.626 -1.295 0.231
O 0.621 3.196 1.120 -0.595
H 0.122 2.367 1.180 0.299
H 1.123 3.073 1.937 0.295
O -1.987 2.087 1.714 -0.691
H -2.301 2.244 0.816 0.341
H -1.826 1.141 1.809 0.328
O 0.995 -1.574 -2.585 -0.584
H 0.853 -0.718 -2.999 0.304
H 0.739 -0.598 0.362 0.470
O -0.471 -0.529 -0.608 -0.819
H 2.013 -2.515 2.871 0.280
O -3.600 -1.304 -1.094 -0.663
H -0.565 1.989 -1.832 0.294
H -3.868 -1.908 -0.401 0.332
```

## Properties
Total charge ... -1
Kohn-Sham gap ... 0.336 Eh
M ... 179.1 g/mol
HOMO energy ... -6.2 eV



## ii
Below is 10 unconnected molecules or ions with the total composition H19O10, with properties calculated with ωB97M-V/def2-TZVPD.

```
29
Properties=species:S:1:pos:R:3:mulliken_charge:R:1
O 1.177 -1.417 -1.842 -0.729
H 1.374 -0.580 -1.358 0.360
H 1.051 -1.781 1.419 0.275
O -2.727 -2.664 -1.153 -0.621
H -3.245 -2.323 -1.834 0.364
H 0.033 1.476 -0.372 0.043
O 2.668 2.270 0.637 -0.709
H -1.799 -2.809 -1.555 0.273
H 2.019 1.965 -0.058 0.322
O -2.330 -0.862 -3.104 -0.678
H 0.885 0.495 1.608 0.349
H 1.283 -1.889 -1.028 0.369
O 1.466 0.276 2.473 -0.709
H 0.321 -0.695 0.536 0.286
H -1.574 -1.221 -2.590 0.370
O -1.797 3.682 0.874 -0.638
H -1.728 2.607 0.914 0.334
H -1.021 4.011 0.597 0.311
O -4.344 -0.410 1.240 -0.636
H -3.803 -0.717 0.600 0.319
H 4.041 0.304 1.423 0.318
O 4.095 -0.628 0.893 -0.676
H 3.164 -0.918 1.029 0.390
H 2.072 1.125 2.588 0.308
O 0.497 -1.728 0.628 -0.679
H 3.339 1.699 -0.007 0.341
O 0.821 0.886 -0.429 -0.856
H -2.083 -0.381 -3.968 0.287
H -3.853 0.227 1.839 0.312
```

## Properties
Total charge ... -1
Kohn-Sham gap ... 0.318 Eh
M ... 179.1 g/mol
HOMO energy ... -5.8 eV



Best to worst by energy: i, ii.



## i
Below is 10 unconnected molecules or ions with the total composition H19O10, with properties calculated with ωB97M-V/def2-TZVPD.

```
29
Properties=species:S:1:pos:R:3:mulliken_charge:R:1
O -1.262 0.080 2.982 -0.669
H 1.470 0.146 -2.637 0.503
H -0.596 -0.488 2.445 0.333
O -3.755 0.125 0.450 -0.669
H -3.034 -0.079 -0.290 0.307
H -1.347 -1.291 -3.772 0.321
O 3.245 -0.905 0.712 -0.654
H -3.294 1.019 0.460 0.378
H 3.015 -1.087 -0.139 0.301
O 0.364 0.488 0.800 -0.630
H -1.000 -3.198 -1.379 0.224
H -0.854 0.018 3.926 0.297
O -1.217 -2.314 -1.341 -0.658
H 1.404 0.430 -1.088 0.216
H -0.107 0.505 -0.213 0.468
O -2.288 2.420 1.118 -0.729
H -1.286 2.568 0.720 0.361
H -2.249 1.910 1.910 0.320
O 1.849 0.824 3.271 -0.642
H 2.722 0.380 3.236 0.309
H 2.940 0.770 -2.792 0.260
O 2.162 0.626 -3.184 -0.722
H -0.220 -0.468 -3.186 0.273
H -0.438 -1.631 -1.626 0.502
O 0.736 -0.232 -1.326 -1.248
H 2.370 -0.814 1.092 0.340
O -0.332 -1.319 -3.631 -0.631
H -0.623 0.489 1.144 0.196
H 1.625 1.027 2.337 0.344
```

## Properties
Total charge ... -1
Kohn-Sham gap ... 0.309 Eh
M ... 179.1 g/mol
HOMO energy ... -5.4 eV



## ii
Below is 10 unconnected molecules or ions with the total composition H19O10, with properties calculated with ωB97M-V/def2-TZVPD.

```
29
Properties=species:S:1:pos:R:3:mulliken_charge:R:1
O 0.396 -0.104 -1.667 -0.707
H -0.286 -0.700 -1.388 0.256
H 0.373 -0.374 -4.561 0.285
O 2.219 2.669 -1.677 -0.641
H 2.990 2.467 -2.210 0.265
H -0.623 2.938 0.207 0.382
O -0.355 -0.799 -4.114 -0.609
H 1.980 1.839 -1.241 0.318
H 0.067 -1.155 -3.325 0.316
O -1.950 1.628 -0.032 -0.754
H -0.322 -2.022 1.753 0.276
H 2.535 -0.844 0.145 0.191
O -0.238 -1.574 0.910 -0.521
H -1.145 -2.965 0.060 0.370
H -2.354 1.669 -0.907 0.308
O -2.966 -1.055 2.747 -0.653
H -2.516 -0.532 2.085 0.341
H -2.889 -1.979 2.503 0.308
O 2.079 -0.049 3.128 -0.667
H 1.175 -0.344 3.182 0.275
H 2.181 -0.203 2.160 0.398
O -1.285 -3.923 0.082 -0.677
H -0.455 -4.185 -0.333 0.311
H 0.419 -0.833 1.005 0.207
O 1.923 -0.136 0.276 -0.979
H 1.021 0.060 -0.838 0.360
O -0.131 3.703 0.545 -0.671
H -1.269 0.961 -0.196 0.398
H 0.788 3.419 0.510 0.315
```

## Properties
Total charge ... -1
Kohn-Sham gap ... 0.330 Eh
M ... 179.1 g/mol
HOMO energy ... -6.0 eV



Best to worst by energy: ii, i.